{"formula": "C8H10N3OS", "method": "ωB97M-V/def2-TZVPD", "multiplicity": 3, "charge": 1, "e_tot_ha": -948.0166, "s_squared": 2.024, "species": ["C", "C", "C", "C", "C", "C", "C", "C", "N", "N", "N", "O", "S", "H", "H", "H", "H", "H", "H", "H", "H", "H", "H"], "xyz": [[2.8653, 0.5792, 0.8840], [2.6948, 1.1570, -0.3211], [1.8652, -0.2450, 1.4690], [1.4081, 0.9982, -0.9768], [0.6314, -0.4349, 0.8256], [0.4912, 0.1741, -0.3676], [-2.8436, -0.7806, -0.4839], [-1.7412, 1.6345, -0.6859], [-0.7630, 0.1464, -1.0374], [-1.5789, -0.8688, -0.8301], [-3.6980, -1.7402, -0.2629], [-2.3714, 0.6551, 1.5891], [-3.0367, 0.9526, 0.3647], [3.7202, 0.6376, 1.4254], [3.3953, 1.8011, -0.9605], [2.0971, -0.6330, 2.3842], [1.0365, 1.3379, -1.8871], [-0.2678, -0.9684, 1.1805], [-1.1848, 2.4206, -0.1651], [-2.1408, 2.1272, -1.6529], [-1.1371, -1.7381, -0.9112], [-3.4408, -2.6685, -0.4998], [-4.5411, -1.4733, 0.2604]], "atomic_forces_ev_per_a": [[-2.38, -1.62, 0.04], [-1.85, 1.99, -4.49], [-1.34, 1.28, -2.78], [2.41, -0.73, 2.46], [1.05, -1.47, 2.50], [-1.97, 0.94, -2.45], [-1.99, 5.13, 2.50], [-1.79, 0.71, -2.62], [0.21, 2.19, 2.04], [2.67, -1.40, -1.34], [-0.91, 0.22, 0.29], [0.90, -0.33, 2.91], [-0.42, -0.88, -3.80], [2.63, 0.48, 1.30], [-0.57, -1.11, 1.73], [0.19, -1.13, 2.30], [0.44, 1.18, -1.64], [1.02, 0.16, 0.46], [0.63, -0.96, 0.16], [0.41, -1.10, 1.47], [0.65, -1.68, -0.59], [-0.54, -1.00, -0.13], [0.53, -0.88, -0.33]]}